Record 1
The following is a quantum chemistry calculation of a structure of composition C37H40BrFNNbO5P, from OMol25.

* net charge: -1
* highest occupied orbital energy: -0.1697 hartree
* E_LUMO: 0.7 eV

CARTESIAN COORDINATES (ANGSTROEM)
Nb 0.394 2.255 0.777
Br -0.431 1.476 -3.981
P 2.737 1.255 1.422
F 1.861 5.620 3.529
O 6.877 -6.510 4.051
O -2.614 3.034 1.121
O -4.790 -1.623 -4.784
O 5.156 -2.454 0.999
O -8.458 2.022 -3.351
N 2.392 -0.251 1.865
C -3.733 2.426 -4.927
C 5.293 -4.783 3.746
C 7.311 -3.981 0.031
C 4.859 -3.717 2.954
C 4.626 -5.080 4.927
C -3.184 2.323 3.356
C -5.955 2.966 -4.182
C -7.328 -2.549 -4.086
C 6.688 -4.241 1.244
C 8.843 -5.788 0.438
C -9.538 -2.010 -3.307
C -1.487 3.500 0.400
C -9.214 -0.665 -3.297
C 1.099 2.776 -1.340
C -5.303 0.666 -4.491
C 1.829 4.263 3.045
C 8.384 -4.755 -0.372
C 3.775 -2.941 3.350
C 6.470 -5.607 3.351
C 1.779 1.657 -2.147
C -8.595 -2.952 -3.706
C -4.036 1.077 -4.880
C 1.218 3.474 4.166
C -7.628 1.205 -3.689
C 1.470 1.634 -3.622
C 7.140 -5.285 2.053
C -4.694 3.370 -4.581
C -6.997 -1.201 -4.073
C 3.540 -4.314 5.314
C 5.539 -3.386 1.667
C -7.946 -0.255 -3.684
C 8.223 -6.053 1.646
C -6.266 1.615 -4.133
C -5.615 -0.792 -4.475
C 3.119 -3.244 4.530
C 1.145 4.226 1.713
C -2.620 3.421 2.471
H -10.526 -2.328 -3.003
H -0.389 1.570 2.278
H -3.296 0.333 -5.141
H 9.686 -6.389 0.123
H 0.358 4.978 1.741
H 1.875 4.596 0.986
H -1.608 3.671 2.784
H 3.672 1.324 0.365
H -6.581 -3.268 -4.391
H 1.743 3.698 5.092
H -3.219 4.330 2.577
H -3.441 1.475 2.730
H 1.290 2.407 3.987
H 3.454 -2.106 2.739
H 6.942 -3.171 -0.583
H -6.708 3.689 -3.900
H 2.860 1.788 -2.076
H 3.019 -4.548 6.232
H 2.880 4.010 2.936
H -4.452 4.423 -4.617
H -8.852 -4.003 -3.717
H 0.175 3.750 4.291
H -1.355 4.571 0.564
H -2.745 2.745 -5.228
H -9.934 0.080 -2.990
H 8.566 -6.854 2.286
H 3.457 1.964 2.422
H 1.556 0.672 -1.745
H 0.260 3.167 -1.909
H 1.815 2.528 -4.127
H 1.816 3.585 -1.195
H 1.912 0.775 -4.112
H 2.275 -2.642 4.837
H 2.861 -0.906 1.247
H -4.081 2.643 3.875
H -0.286 0.765 -0.060
H 4.967 -5.909 5.530
H -1.713 3.328 -0.651
H 8.865 -4.555 -1.320
H -2.454 1.987 4.083



Record 2
The following is a quantum chemistry calculation of a structure of composition C37H41Cl5FeGeN4Se, from OMol25.

* energy relative to the best compared isomer or geometry (same formula, charge and spin): 70.7 kJ/mol
* net charge: +1
* 2S+1: 6
* highest occupied orbital energy (alpha / beta): -0.3841 / -0.3915 hartree
* E_LUMO (alpha / beta): -3.2 / -3.8 eV

CARTESIAN COORDINATES (ANGSTROEM)
Se -1.518 0.797 0.542
Ge 1.175 -3.568 1.431
Fe -0.015 -1.089 -0.960
Cl 1.300 3.553 -3.696
Cl 4.324 3.519 -2.893
Cl 3.677 -1.298 -0.604
Cl -0.516 1.186 -2.807
Cl 5.486 1.050 -1.397
N -1.117 3.480 -0.372
N -1.926 -2.299 -0.890
N 0.724 2.625 0.415
N 0.284 -2.748 -2.330
C -0.134 4.445 -0.533
C 1.635 -4.116 -3.740
C 2.221 5.831 -0.693
C 2.064 -4.705 0.125
C 0.682 -1.747 0.886
C 1.024 6.399 -1.160
C 0.917 2.266 3.490
C 1.690 1.773 1.105
C -0.555 -3.791 -2.156
C 0.592 0.844 3.938
C -1.278 -6.104 -2.495
C -0.453 -4.478 2.007
C -3.818 -4.304 -0.463
C 1.598 0.077 -1.680
C -4.514 3.050 1.683
C -3.203 4.676 0.221
C 1.953 2.244 -2.795
C 1.339 -2.901 -3.108
C 2.969 0.061 -1.422
C 0.806 -5.187 -3.540
C -0.338 -5.041 -2.733
C -2.657 -4.591 -1.196
C -2.386 -5.889 -1.759
C 3.302 2.211 -2.459
C 1.040 3.894 -0.053
C -0.584 2.381 0.199
C 2.060 2.326 2.479
C -1.741 -3.555 -1.380
C 2.251 4.569 -0.130
C 1.156 1.179 -2.390
C -3.432 4.123 1.626
C -2.517 3.706 -0.738
C 3.816 1.110 -1.785
C -0.174 5.714 -1.092
C 2.354 -3.341 2.964
C -4.015 -3.042 0.019
C -3.042 -2.060 -0.219
H 3.062 -4.352 -0.112
H -4.902 -2.783 0.576
H 2.641 -4.306 3.378
H -2.608 5.591 0.275
H -4.720 2.762 2.713
H 1.239 0.788 1.190
H 2.904 1.741 2.850
H -5.445 3.417 1.249
H 2.416 3.353 2.371
H 1.192 2.865 4.360
H 1.015 -6.144 -4.001
H -0.159 0.845 4.724
H 1.499 -4.792 -0.799
H -2.491 3.731 2.027
H 1.483 0.352 4.330
H -4.162 4.955 -0.220
H 2.511 -4.190 -4.364
H -3.195 -1.054 0.138
H -0.121 -1.446 1.559
H 3.256 -2.806 2.671
H 1.848 -2.768 3.738
H 1.042 7.387 -1.592
H 3.139 6.392 -0.776
H -3.097 -6.684 -1.589
H 3.173 4.133 0.225
H -4.219 2.150 1.146
H 1.977 -2.037 -3.228
H 0.202 0.243 3.117
H -1.088 6.142 -1.472
H 2.572 1.693 0.462
H -1.015 -4.870 1.158
H -2.518 4.098 -1.756
H -4.548 -5.084 -0.295
H -0.195 -5.317 2.650
H -1.095 -3.804 2.570
H 0.024 2.739 3.068
H 1.531 -1.083 1.040
H -3.008 2.732 -0.751
H -3.714 4.951 2.279
H 2.154 -5.701 0.560
H -1.082 -7.075 -2.926



Record 3
The following is a quantum chemistry calculation of a structure of composition C37H41CsN11O3S2, from OMol25.

* energy relative to the best compared isomer or geometry (same formula, charge and spin): 146.7 kJ/mol
* net charge: -1
* highest occupied orbital energy: -0.1617 hartree
* E_LUMO: 1.9 eV

CARTESIAN COORDINATES (ANGSTROEM)
Cs 0.264 0.316 0.664
S 1.765 3.104 -0.870
S 7.788 0.169 0.313
O 0.070 -2.051 2.002
O -1.203 -0.133 -1.857
O 2.105 1.544 2.897
N -1.894 -2.094 -0.061
N 6.327 -0.080 -1.934
N -2.849 1.583 0.632
N 4.083 1.126 3.887
N 3.513 -2.393 -0.107
N -2.452 -2.933 0.702
N -0.611 4.430 -1.218
N -1.222 3.467 -0.462
N 5.345 -0.804 -1.311
N 8.132 1.288 -2.042
N 1.144 5.073 -2.508
C -4.338 -6.240 3.948
C -2.338 -4.885 3.809
C -4.373 -1.176 -3.378
C 4.721 -1.504 -3.572
C 0.642 4.224 -1.537
C -4.647 2.241 2.634
C 2.340 -2.641 -2.166
C -0.907 1.008 -2.662
C -3.614 0.662 1.202
C 0.463 6.289 -2.896
C 0.580 7.408 -1.864
C 3.274 1.218 2.791
C -2.756 -4.324 2.583
C 1.372 -3.460 -0.144
C 2.499 -2.975 0.519
C 3.926 0.900 1.472
C -3.222 -0.441 -3.131
C -2.116 3.880 0.359
C -4.530 0.929 2.211
C -2.953 2.855 1.040
C -3.134 -5.836 4.469
C -1.928 -3.349 1.898
C -2.713 -1.845 -1.220
C -4.683 -2.263 -2.582
C -3.859 3.214 2.043
C 4.559 -1.468 -2.076
C -4.768 -5.681 2.736
C -2.392 5.333 0.640
C 3.439 -2.218 -1.431
C 7.367 0.480 -1.257
C -0.325 -3.536 3.761
C -0.701 -2.905 2.497
C -2.369 -0.783 -2.084
C -3.858 -2.582 -1.515
C -4.002 -4.753 2.074
C 1.300 -3.282 -1.510
C -1.087 -4.461 4.370
H -5.719 -5.983 2.313
H 3.587 1.616 0.726
H 0.615 -3.202 4.185
H 1.625 7.687 -1.710
H 3.625 -0.102 1.155
H 0.033 8.297 -2.186
H 3.646 1.184 4.791
H 2.562 -2.981 1.600
H 0.172 7.074 -0.911
H -2.390 5.531 1.714
H -1.608 1.818 -2.457
H 8.874 1.776 -1.574
H 0.883 6.616 -3.852
H -0.586 6.048 -3.060
H -3.946 4.242 2.360
H 0.421 -3.595 -2.058
H -0.922 0.740 -3.722
H -2.995 0.407 -3.757
H -4.098 -3.412 -0.868
H -3.487 -0.350 0.834
H -4.352 -4.329 1.145
H -5.120 0.132 2.642
H -3.367 5.636 0.248
H 7.792 1.659 -2.913
H 2.259 -2.441 -3.224
H 0.555 -3.902 0.408
H -5.345 2.509 3.419
H 5.014 0.906 1.519
H -5.018 -0.891 -4.200
H 2.151 5.083 -2.521
H 4.994 0.711 3.812
H -5.568 -2.855 -2.777
H -4.947 -6.972 4.464
H -2.776 -6.245 5.408
H 0.092 1.340 -2.385
H 6.240 0.117 -2.918
H 4.037 -2.204 -4.039
H -0.769 -4.905 5.308
H 5.739 -1.816 -3.819
H 4.545 -0.525 -4.027
H -1.625 5.940 0.170



Record 4
The following is a quantum chemistry calculation of a structure of composition C37H41FeIN2OPS, from OMol25.

* energy relative to the best compared isomer or geometry (same formula, charge and spin): 117.9 kJ/mol
* net charge: -1
* 2S+1: 5
* highest occupied orbital energy (alpha / beta): -0.1067 / -0.1465 hartree
* E_LUMO (alpha / beta): 2.5 / 2.5 eV

CARTESIAN COORDINATES (ANGSTROEM)
I 0.615 0.541 3.163
Fe 0.188 0.152 0.481
S -1.486 -0.128 -1.564
P 2.404 0.080 -0.104
O -1.732 0.774 1.202
N 0.317 -1.883 0.457
N -2.858 0.788 0.524
C 0.916 4.451 1.157
C -3.959 1.259 1.156
C -1.028 -3.430 -0.909
C -1.519 -2.213 2.658
C 2.901 0.419 -1.890
C -0.803 -2.729 0.295
C -2.164 -4.213 -1.052
C -4.340 -5.184 -0.243
C 0.432 2.718 -0.976
C 0.570 4.095 -1.200
C 0.829 4.948 -0.157
C 4.082 2.319 0.477
C -2.865 -3.675 1.148
C 0.751 3.041 1.378
C -5.192 1.202 0.569
C 4.341 0.111 -2.297
C -0.095 -3.305 -2.077
C 2.998 -4.421 0.645
C 1.187 5.311 2.245
C 1.952 -0.310 -2.837
C 1.748 -3.845 0.682
C 4.121 0.465 2.175
C 3.972 -2.310 0.140
C 5.501 -4.312 0.326
C -2.919 0.318 -0.762
C 1.115 3.460 3.775
C -3.103 -4.350 -0.039
C 1.555 -2.467 0.416
C -4.179 0.237 -1.366
C 1.293 4.824 3.523
C 0.536 2.156 0.287
C 2.720 -1.697 0.152
C 3.945 0.813 0.698
C 0.844 2.615 2.725
C -1.740 -2.879 1.332
C 4.138 -3.667 0.364
C -5.319 0.656 -0.710
H 5.069 0.758 -1.807
H 4.589 -0.930 -2.084
H 0.794 -3.927 -1.949
H -1.707 -1.141 2.580
H 5.499 -5.200 -0.310
H -6.290 0.566 -1.177
H 4.859 -1.712 -0.040
H 0.883 -4.448 0.930
H 2.010 0.115 -3.843
H -3.768 1.658 2.141
H 0.481 4.485 -2.210
H -0.600 -3.603 -2.997
H -2.328 -4.721 -1.998
H 0.920 -0.229 -2.499
H -4.724 -5.563 0.705
H 3.577 1.163 2.808
H 2.726 1.495 -1.994
H 0.225 2.076 -1.824
H 3.873 2.605 -0.555
H 1.318 6.370 2.052
H 0.227 -2.273 -2.180
H 5.101 2.638 0.714
H -6.052 1.585 1.101
H -4.221 -0.162 -2.367
H -5.131 -4.592 -0.712
H 1.176 3.068 4.781
H -3.569 -3.780 1.968
H 5.179 0.529 2.447
H 3.776 -0.545 2.396
H 6.247 -3.619 -0.064
H 4.756 0.322 0.154
H -4.130 -6.032 -0.897
H -0.485 -2.345 2.983
H 0.982 6.009 -0.327
H 1.516 5.494 4.344
H 4.443 0.262 -3.376
H 3.400 2.870 1.121
H 3.101 -5.483 0.846
H -2.181 -2.629 3.421
H 5.817 -4.623 1.326
H 2.220 -1.366 -2.896



Record 5
The following is a quantum chemistry calculation of a structure of composition C37H41N9O7PbS, from OMol25.

* energy relative to the best compared isomer or geometry (same formula, charge and spin): 0.0 kJ/mol
* net charge: -2
* highest occupied orbital energy: -0.0853 hartree
* E_LUMO: 4.2 eV

CARTESIAN COORDINATES (ANGSTROEM)
Pb 0.517 -0.311 -0.380
S -3.544 2.280 2.487
O -0.218 -1.232 -4.879
O 3.066 4.476 0.566
O -7.342 7.925 2.736
O -5.748 8.486 4.157
O 0.313 2.608 -3.632
O 0.862 0.245 -3.588
O 2.487 3.683 2.478
N 1.061 3.434 0.858
N -1.154 -1.985 -0.501
N 2.251 3.889 1.300
N -1.224 2.307 0.121
N 1.944 -2.216 -0.921
N -0.599 -0.669 1.683
N 2.274 -0.817 1.272
N -0.475 3.120 -0.774
N 1.509 4.015 -1.449
C 3.946 -3.490 -0.549
C 0.756 3.533 -0.447
C -1.773 -2.181 3.118
C 3.530 -2.547 2.363
C -2.264 1.929 -6.793
C -1.872 -2.297 0.548
C -1.205 3.454 -5.252
C -3.877 -3.639 1.418
C -6.185 7.640 3.416
C -0.713 1.082 -5.144
C -2.068 3.219 -6.309
C 4.469 -3.548 2.488
C 1.811 -2.764 -2.266
C -2.761 -3.046 3.526
C 0.096 -4.537 -1.468
C -5.611 4.069 2.273
C -4.293 6.069 3.652
C -5.584 6.323 3.168
C -1.233 -4.006 -2.005
C 4.908 -4.184 0.153
C -1.586 0.874 -6.202
C 2.904 -2.605 -0.133
C -0.522 2.390 -4.662
C 2.307 0.000 2.471
C -4.302 3.799 2.744
C -6.224 5.283 2.476
C 0.020 -0.084 -4.510
C -3.066 -3.060 0.459
C -3.751 -3.694 2.795
C -0.199 0.157 2.810
C -1.410 -1.676 1.832
C 2.920 -1.945 1.218
C 1.336 -4.220 -2.303
C 5.146 -4.277 1.519
C -3.673 4.859 3.445
C -1.478 -2.502 -1.823
C 1.136 -0.263 3.420
H -3.788 6.860 4.192
H -0.594 2.878 -1.755
H -1.026 2.625 1.067
H -7.242 5.392 2.106
H -0.088 1.181 2.440
H -6.131 3.279 1.746
H -0.989 0.193 3.564
H 4.740 -3.776 3.516
H -1.163 -1.794 3.923
H -2.671 4.690 3.819
H -0.879 -1.956 -2.552
H 0.244 -4.181 -0.445
H -1.051 4.453 -4.863
H 3.198 -2.128 3.304
H 2.144 -4.871 -1.959
H 2.248 1.047 2.161
H -1.717 -0.146 -6.542
H -2.034 -4.562 -1.512
H 5.560 -4.788 -0.474
H 1.219 3.816 -2.396
H -2.522 -2.280 -2.082
H -2.208 2.522 -0.011
H 1.144 -4.475 -3.351
H -2.597 4.052 -6.757
H 1.123 -2.133 -2.824
H -2.784 -3.220 4.598
H 3.259 -0.116 2.999
H 3.972 -3.656 -1.618
H 0.683 1.576 -3.441
H -1.309 -4.222 -3.076
H -3.407 -3.216 -0.555
H 0.013 -5.627 -1.402
H 1.298 0.323 4.330
H 1.107 -1.320 3.702
H 2.445 4.294 -1.208
H 2.758 -2.683 -2.813
H -4.483 -4.274 3.344
H 5.911 -4.969 1.850
H -4.739 -4.160 1.009
H -2.944 1.753 -7.617
H -7.519 7.203 2.123



| no. | calculated total energy (eV) |
| --- | --- |
| 1 | -134340.1576 |
| 2 | -263853.2741 |
| 3 | -83788.5211 |
| 4 | -106675.8981 |
| 5 | -82861.1643 |